{"formula": "C27H32ClN5O2S", "method": "ωB97M-V with the def2-TZVPD basis set", "species": ["C", "C", "N", "N", "C", "C", "C", "C", "C", "C", "C", "Cl", "C", "C", "N", "C", "C", "C", "S", "O", "O", "N", "C", "C", "C", "C", "C", "C", "C", "C", "N", "C", "C", "C", "C", "C", "H", "H", "H", "H", "H", "H", "H", "H", "H", "H", "H", "H", "H", "H", "H", "H", "H", "H", "H", "H", "H", "H", "H", "H", "H", "H", "H", "H", "H", "H", "H", "H"], "xyz": [[-1.77, 4.74, 0.56], [-1.58, 3.30, 0.89], [-1.20, 2.90, 2.08], [-1.10, 1.57, 2.05], [-0.71, 0.88, 3.21], [-1.01, 1.45, 4.44], [-0.62, 0.82, 5.60], [0.08, -0.38, 5.55], [0.39, -0.93, 4.32], [0.01, -0.31, 3.15], [-1.42, 1.10, 0.81], [-1.56, -0.55, 0.44], [-1.75, 2.19, 0.02], [-2.17, 2.24, -1.37], [-1.85, 1.48, -2.33], [-0.83, 0.55, -2.30], [0.39, 0.91, -1.72], [1.48, 0.08, -1.79], [2.97, 0.62, -0.98], [4.09, -0.13, -1.48], [3.03, 2.05, -1.03], [2.60, 0.18, 0.61], [2.90, 1.17, 1.62], [4.39, 1.18, 1.98], [4.81, -0.21, 2.43], [4.51, -1.22, 1.33], [3.02, -1.16, 0.97], [1.39, -1.14, -2.44], [0.20, -1.51, -3.02], [-0.94, -0.69, -2.99], [-2.10, -1.05, -3.63], [-2.15, -2.17, -4.54], [-2.58, -3.46, -3.83], [-3.95, -3.24, -3.19], [-3.91, -2.01, -2.29], [-3.41, -0.79, -3.07], [-1.59, 5.34, 1.45], [-1.06, 5.04, -0.21], [-2.78, 4.92, 0.20], [-1.54, 2.39, 4.46], [-0.86, 1.27, 6.56], [0.38, -0.87, 6.46], [0.94, -1.86, 4.27], [0.28, -0.73, 2.19], [-2.87, 3.04, -1.61], [0.51, 1.87, -1.26], [2.60, 2.14, 1.22], [2.30, 0.95, 2.51], [4.95, 1.47, 1.09], [4.57, 1.92, 2.76], [5.88, -0.22, 2.67], [4.27, -0.48, 3.34], [5.09, -0.99, 0.44], [4.76, -2.23, 1.66], [2.81, -1.80, 0.11], [2.42, -1.49, 1.82], [2.26, -1.78, -2.49], [0.15, -2.46, -3.52], [-1.19, -2.29, -5.03], [-2.89, -1.93, -5.31], [-2.62, -4.28, -4.54], [-1.85, -3.71, -3.05], [-4.25, -4.12, -2.62], [-4.69, -3.09, -3.98], [-4.90, -1.81, -1.88], [-3.23, -2.20, -1.45], [-3.38, 0.08, -2.43], [-4.10, -0.58, -3.89]], "homo_energy_ev": -7.6, "smiles": "Cc1nn(-c2ccccc2)c(Cl)c1/C=N\\c1cc(S(=O)(=O)N2CCCCC2)ccc1N1CCCCC1"}

{"formula": "C27H32CsN9O6S2Si", "method": "ωB97M-V with the def2-TZVPD basis set", "species": ["Cs", "C", "Si", "C", "C", "N", "C", "C", "C", "C", "C", "C", "O", "C", "C", "C", "C", "C", "C", "H", "H", "H", "H", "H", "H", "H", "H", "H", "H", "H", "H", "H", "H", "H", "H", "H", "H", "C", "C", "C", "C", "C", "C", "N", "N", "C", "C", "C", "C", "C", "N", "H", "H", "H", "H", "H", "H", "H", "H", "H", "N", "N", "C", "N", "N", "N", "O", "O", "H", "H", "H", "H", "H", "O", "S", "O", "O", "S"], "xyz": [[-0.86, -2.51, 0.09], [1.17, 0.06, 3.57], [2.83, 0.62, 2.91], [3.22, 2.30, 3.72], [4.18, -0.55, 3.54], [2.68, 0.62, 1.23], [3.54, 1.01, 0.29], [4.82, 1.61, 0.51], [5.70, 1.92, -0.51], [5.38, 1.68, -1.84], [4.14, 1.10, -2.11], [3.27, 0.80, -1.09], [2.02, 0.26, -1.46], [1.98, -1.07, -1.71], [1.11, -1.53, -2.69], [0.98, -2.89, -2.92], [1.73, -3.81, -2.19], [2.60, -3.34, -1.22], [2.74, -1.98, -0.97], [1.14, -0.40, 4.55], [0.84, -0.67, 2.82], [0.49, 0.91, 3.58], [3.08, 2.23, 4.81], [2.54, 3.07, 3.34], [4.24, 2.64, 3.54], [4.35, -0.42, 4.62], [5.13, -0.37, 3.02], [3.89, -1.59, 3.37], [5.11, 1.79, 1.54], [6.66, 2.36, -0.26], [6.07, 1.92, -2.64], [3.83, 0.89, -3.13], [0.53, -0.81, -3.25], [0.29, -3.22, -3.69], [1.63, -4.87, -2.38], [3.18, -4.04, -0.63], [3.40, -1.61, -0.20], [2.11, 4.71, -1.84], [1.60, 4.69, -3.13], [0.57, 3.82, -3.46], [0.04, 2.99, -2.48], [0.53, 3.03, -1.18], [1.58, 3.88, -0.86], [-0.98, 2.02, -2.74], [-1.03, 1.67, -3.93], [-2.03, 0.68, -4.21], [-3.29, 0.69, -3.61], [-4.18, -0.30, -3.97], [-3.79, -1.26, -4.89], [-2.51, -1.16, -5.43], [-1.65, -0.20, -5.12], [2.94, 5.37, -1.59], [2.01, 5.34, -3.89], [0.18, 3.77, -4.46], [0.13, 2.37, -0.43], [2.00, 3.86, 0.14], [-3.53, 1.45, -2.88], [-5.15, -0.36, -3.49], [-4.44, -2.07, -5.18], [-2.16, -1.90, -6.15], [-1.32, 1.31, 1.50], [-2.62, 0.92, 1.90], [-3.40, 0.12, 1.15], [-4.53, -0.32, 1.73], [-2.91, -0.14, -0.07], [-3.64, -0.93, -0.87], [-2.99, -1.65, -1.64], [-4.87, -0.91, -0.89], [-1.33, 1.29, 0.49], [-0.66, 0.60, 1.80], [-2.78, 0.91, 2.89], [-4.35, -0.69, 2.69], [-5.00, -1.02, 1.17], [-3.26, -2.85, 1.70], [-2.59, -3.05, 3.03], [-1.17, -2.64, 2.86], [-2.73, -4.41, 3.51], [-3.45, -1.74, 4.35]], "homo_energy_ev": -1.9, "e_above_lowest_ev": 0.841, "charge": -2}

{"formula": "C27H32HfN6", "method": "ωB97M-V with the def2-TZVPD basis set", "species": ["Hf", "C", "C", "C", "N", "C", "C", "C", "C", "C", "C", "C", "N", "C", "C", "C", "N", "C", "C", "C", "C", "C", "C", "C", "N", "C", "C", "H", "H", "H", "H", "H", "H", "H", "H", "H", "H", "H", "H", "H", "H", "H", "H", "H", "H", "H", "H", "H", "H", "H", "H", "H", "H", "N", "C", "C", "C", "C", "C", "N", "H", "H", "H", "H", "H", "H"], "xyz": [[0.29, 0.09, -0.02], [0.77, -3.34, 1.96], [1.17, -1.87, 2.19], [0.09, -0.99, 2.85], [-0.23, 0.11, 1.95], [-1.03, 1.14, 2.33], [-1.79, 1.07, 3.51], [-2.65, 1.98, 4.09], [-2.93, 3.29, 3.73], [-2.38, 3.99, 2.66], [-1.52, 3.55, 1.67], [-0.94, 2.29, 1.42], [-0.15, 2.07, 0.36], [0.24, 3.15, -0.53], [1.00, 2.60, -1.74], [0.08, 1.75, -2.63], [-0.19, 0.45, -2.01], [-1.20, -0.31, -2.49], [-2.09, 0.12, -3.49], [-3.13, -0.54, -4.12], [-3.39, -1.90, -4.17], [-2.70, -2.89, -3.49], [-1.85, -2.75, -2.41], [-1.35, -1.59, -1.78], [-0.83, -1.59, -0.54], [-1.15, -2.72, 0.34], [0.08, -3.61, 0.62], [0.14, -3.68, 2.78], [1.68, -3.95, 1.99], [1.43, -1.43, 1.21], [2.06, -1.86, 2.82], [0.47, -0.58, 3.80], [-0.80, -1.59, 3.10], [-1.73, 0.13, 4.03], [-3.16, 1.62, 4.97], [-3.63, 3.83, 4.36], [-2.67, 5.02, 2.58], [-1.26, 4.31, 0.95], [0.89, 3.85, 0.02], [-0.62, 3.71, -0.91], [1.88, 2.02, -1.43], [1.35, 3.45, -2.33], [0.55, 1.60, -3.61], [-0.84, 2.31, -2.78], [-1.99, 1.15, -3.79], [-3.77, 0.09, -4.73], [-4.17, -2.22, -4.85], [-2.91, -3.91, -3.79], [-1.52, -3.68, -1.97], [-1.96, -3.32, -0.08], [-1.54, -2.31, 1.28], [0.79, -3.50, -0.20], [-0.23, -4.66, 0.63], [2.50, -1.44, -1.60], [3.22, -0.56, -0.83], [4.62, -0.54, -0.81], [5.26, 0.35, 0.04], [4.50, 1.19, 0.86], [3.13, 1.10, 0.80], [2.49, 0.25, -0.04], [3.03, -1.99, -2.26], [1.59, -1.13, -1.95], [5.18, -1.19, -1.46], [6.34, 0.40, 0.05], [4.98, 1.88, 1.53], [2.49, 1.73, 1.41]], "homo_energy_ev": -13.4, "charge": 2}

{"formula": "C27H32N2O2S3Tc", "method": "ωB97M-V with the def2-TZVPD basis set", "species": ["Tc", "C", "C", "O", "C", "C", "C", "C", "C", "C", "O", "H", "H", "H", "H", "H", "H", "H", "S", "C", "S", "S", "C", "C", "C", "C", "C", "C", "C", "N", "C", "C", "C", "C", "C", "C", "C", "N", "C", "C", "C", "C", "H", "H", "H", "H", "H", "H", "H", "H", "H", "H", "H", "H", "H", "H", "H", "H", "H", "H", "H", "H", "H", "H", "H", "H", "H"], "xyz": [[0.00, 0.00, 0.00], [3.24, 0.13, 2.57], [2.24, -0.41, 1.57], [1.34, 0.33, 1.18], [2.41, -1.84, 1.09], [3.48, -2.62, 1.59], [3.66, -3.93, 1.17], [2.78, -4.48, 0.25], [1.73, -3.70, -0.24], [1.49, -2.36, 0.15], [0.51, -1.71, -0.34], [2.98, 1.16, 2.82], [4.25, 0.12, 2.15], [3.20, -0.45, 3.50], [4.18, -2.21, 2.31], [4.49, -4.52, 1.56], [2.90, -5.50, -0.09], [1.05, -4.15, -0.96], [-2.09, 0.06, 3.84], [-1.53, 0.01, 2.30], [-1.06, -1.38, 1.53], [-1.37, 1.32, 1.31], [-3.96, 0.31, -5.63], [-4.58, -0.05, -4.27], [-5.60, 1.04, -3.87], [-5.38, -1.36, -4.46], [-3.48, -0.14, -3.20], [-3.23, -1.31, -2.47], [-2.22, -1.31, -1.53], [-1.45, -0.24, -1.25], [-1.66, 0.91, -1.94], [-2.67, 0.97, -2.91], [-0.77, 2.06, -1.58], [-0.85, 3.33, -2.19], [0.01, 4.37, -1.81], [0.95, 4.08, -0.82], [0.98, 2.82, -0.26], [0.15, 1.82, -0.62], [-0.04, 5.77, -2.45], [1.32, 6.09, -3.11], [-1.13, 5.93, -3.53], [-0.33, 6.82, -1.35], [-4.72, 0.34, -6.42], [-3.21, -0.44, -5.93], [-3.46, 1.29, -5.62], [-6.42, 1.10, -4.60], [-5.14, 2.04, -3.82], [-6.04, 0.83, -2.89], [-6.15, -1.25, -5.23], [-5.89, -1.67, -3.54], [-4.73, -2.19, -4.78], [-3.79, -2.23, -2.62], [-1.99, -2.20, -0.95], [-2.85, 1.89, -3.45], [-1.60, 3.50, -2.96], [1.66, 4.82, -0.46], [1.70, 2.56, 0.52], [1.57, 5.34, -3.87], [2.14, 6.11, -2.39], [1.30, 7.07, -3.60], [-0.97, 5.23, -4.37], [-1.12, 6.94, -3.95], [-2.13, 5.75, -3.13], [0.46, 6.86, -0.59], [-1.27, 6.61, -0.84], [-0.40, 7.83, -1.78], [1.08, 0.02, -1.27]], "homo_energy_ev": [-5.0, -7.5], "multiplicity": 4, "s_squared": 3.78}

{"formula": "C27H32N4O5", "method": "ωB97M-V with the def2-TZVPD basis set", "species": ["C", "O", "C", "C", "C", "C", "C", "O", "N", "C", "C", "C", "C", "N", "C", "C", "C", "C", "C", "C", "C", "C", "O", "N", "C", "C", "N", "C", "C", "O", "C", "C", "C", "C", "O", "C", "H", "H", "H", "H", "H", "H", "H", "H", "H", "H", "H", "H", "H", "H", "H", "H", "H", "H", "H", "H", "H", "H", "H", "H", "H", "H", "H", "H", "H", "H", "H", "H"], "xyz": [[-1.25, -4.66, -2.33], [-0.71, -3.67, -3.17], [-0.16, -2.56, -2.60], [-0.09, -2.32, -1.24], [0.43, -1.13, -0.75], [0.90, -0.17, -1.64], [1.40, 1.16, -1.22], [2.42, 1.66, -1.66], [0.66, 1.83, -0.29], [-0.57, 1.50, 0.30], [-1.67, 1.07, -0.36], [-1.86, 0.87, -1.77], [-2.59, -0.18, -2.30], [-2.54, -0.16, -3.65], [-3.07, -1.18, -4.52], [-1.80, 0.91, -4.05], [-1.49, 1.36, -5.33], [-0.73, 2.51, -5.44], [-0.31, 3.21, -4.30], [-0.62, 2.77, -3.04], [-1.35, 1.60, -2.89], [-0.64, 1.59, 1.78], [-1.70, 1.55, 2.40], [0.56, 1.75, 2.40], [0.69, 1.74, 3.84], [1.12, 0.36, 4.35], [1.17, 0.33, 5.80], [2.39, 0.91, 6.33], [2.30, 0.96, 7.86], [2.11, -0.33, 8.40], [0.95, -0.91, 7.87], [1.00, -1.00, 6.35], [0.92, -0.45, -3.01], [0.39, -1.62, -3.50], [0.32, -1.96, -4.82], [1.00, -1.14, -5.74], [-2.07, -4.27, -1.72], [-0.49, -5.09, -1.68], [-1.64, -5.43, -3.00], [-0.46, -3.04, -0.53], [0.46, -0.96, 0.31], [1.06, 2.73, -0.02], [-2.50, 0.78, 0.28], [-3.11, -0.95, -1.77], [-3.59, -0.72, -5.36], [-3.78, -1.79, -3.96], [-2.27, -1.82, -4.90], [-1.84, 0.84, -6.20], [-0.47, 2.88, -6.42], [0.27, 4.11, -4.43], [-0.31, 3.34, -2.17], [1.40, 1.60, 1.86], [-0.28, 1.99, 4.25], [1.42, 2.50, 4.13], [2.08, 0.07, 3.90], [0.36, -0.36, 4.03], [2.50, 1.93, 5.95], [3.28, 0.32, 6.04], [3.23, 1.34, 8.29], [1.47, 1.61, 8.15], [0.87, -1.90, 8.32], [0.07, -0.31, 8.16], [0.07, -1.43, 5.98], [1.84, -1.67, 6.06], [1.34, 0.30, -3.66], [0.88, -1.63, -6.71], [0.57, -0.13, -5.78], [2.07, -1.06, -5.50]], "homo_energy_ev": -7.7, "smiles": "COc1ccc(C(=O)N/C(=C\\c2cn(C)c3ccccc23)C(=O)NCCN2CCOCC2)cc1OC", "e_above_lowest_ev": 3.793}

{"formula": "C27H32N4O6", "method": "ωB97M-V with the def2-TZVPD basis set", "species": ["C", "C", "O", "C", "C", "C", "N", "C", "O", "N", "C", "C", "C", "C", "C", "C", "O", "N", "C", "C", "C", "N", "C", "C", "C", "C", "O", "C", "C", "C", "O", "C", "C", "C", "O", "C", "C", "H", "H", "H", "H", "H", "H", "H", "H", "H", "H", "H", "H", "H", "H", "H", "H", "H", "H", "H", "H", "H", "H", "H", "H", "H", "H", "H", "H", "H", "H", "H", "H"], "xyz": [[-7.90, -3.59, -0.44], [-7.31, -2.19, -0.57], [-6.00, -2.25, -0.01], [-5.20, -1.17, 0.08], [-4.00, -1.43, 0.73], [-3.04, -0.44, 0.92], [-1.85, -0.68, 1.56], [-0.88, 0.26, 1.78], [0.15, -0.01, 2.36], [-1.15, 1.52, 1.30], [-0.10, 2.52, 1.50], [1.14, 2.14, 0.75], [1.07, 1.77, -0.59], [2.20, 1.36, -1.26], [3.44, 1.33, -0.62], [4.60, 0.82, -1.41], [4.45, 0.11, -2.39], [5.82, 1.22, -0.98], [7.04, 0.70, -1.54], [7.73, -0.28, -0.59], [7.04, -1.65, -0.52], [5.71, -1.62, 0.06], [4.68, -2.47, -0.49], [3.42, -2.10, 0.30], [3.97, -1.50, 1.59], [5.37, -1.03, 1.22], [6.06, -0.27, 1.87], [3.52, 1.72, 0.71], [2.37, 2.12, 1.39], [-2.31, 1.91, 0.62], [-2.46, 3.05, 0.24], [-3.29, 0.85, 0.44], [-4.49, 1.11, -0.22], [-5.45, 0.14, -0.42], [-6.63, 0.35, -1.08], [-6.99, 1.66, -1.48], [-7.46, 2.53, -0.32], [-7.95, -3.88, 0.60], [-8.90, -3.60, -0.86], [-7.28, -4.31, -0.97], [-7.26, -1.90, -1.63], [-7.92, -1.47, -0.03], [-3.83, -2.43, 1.09], [-1.66, -1.61, 1.92], [0.11, 2.60, 2.57], [-0.51, 3.47, 1.13], [0.11, 1.79, -1.10], [2.15, 1.05, -2.30], [5.90, 1.71, -0.11], [6.78, 0.21, -2.48], [7.71, 1.54, -1.75], [7.78, 0.14, 0.41], [8.75, -0.45, -0.95], [6.94, -2.05, -1.53], [7.67, -2.33, 0.07], [4.57, -2.28, -1.56], [4.95, -3.53, -0.34], [2.78, -2.95, 0.47], [2.86, -1.34, -0.25], [3.36, -0.69, 1.99], [4.08, -2.25, 2.37], [4.45, 1.68, 1.26], [2.44, 2.39, 2.43], [-4.63, 2.12, -0.58], [-6.16, 2.14, -2.02], [-7.81, 1.50, -2.18], [-8.29, 2.05, 0.19], [-7.78, 3.50, -0.70], [-6.66, 2.68, 0.40]], "homo_energy_ev": -8.2, "smiles": "CCOc1cc2[nH]c(=O)n(Cc3ccc(C(=O)NCCCN4CCCC4=O)cc3)c(=O)c2cc1OCC", "e_above_lowest_ev": 0.180}

{"formula": "C27H32N8O5RhS", "method": "ωB97M-V with the def2-TZVPD basis set", "species": ["Rh", "N", "C", "C", "C", "C", "C", "N", "C", "C", "C", "C", "C", "N", "H", "H", "H", "H", "H", "H", "H", "H", "H", "O", "C", "O", "C", "C", "C", "C", "C", "N", "H", "H", "H", "H", "N", "C", "C", "C", "C", "C", "C", "S", "O", "O", "O", "H", "H", "H", "H", "H", "H", "C", "N", "C", "C", "N", "N", "C", "C", "H", "H", "H", "H", "H", "H", "H", "H", "H", "H", "H", "H", "H"], "xyz": [[-0.24, -0.33, 0.38], [-1.32, -2.46, -2.29], [-1.61, -3.01, -1.05], [-2.38, -4.18, -1.06], [-2.69, -4.80, 0.13], [-2.21, -4.25, 1.31], [-1.47, -3.09, 1.24], [-1.18, -2.46, 0.08], [-0.54, -1.41, -2.74], [-0.39, -1.31, -4.13], [0.39, -0.32, -4.66], [1.02, 0.57, -3.79], [0.80, 0.42, -2.45], [0.02, -0.54, -1.91], [-1.67, -3.03, -3.05], [-2.72, -4.59, -2.00], [-3.28, -5.70, 0.13], [-2.40, -4.71, 2.27], [-1.05, -2.66, 2.13], [-0.88, -2.03, -4.78], [0.52, -0.24, -5.73], [1.66, 1.36, -4.16], [1.27, 1.10, -1.75], [0.44, -0.98, 4.54], [0.00, -0.82, 3.43], [0.58, -1.10, 2.31], [-1.40, -0.24, 3.26], [-2.23, -0.07, 4.36], [-3.50, 0.45, 4.16], [-3.89, 0.79, 2.88], [-2.99, 0.60, 1.84], [-1.78, 0.09, 2.03], [-1.85, -0.36, 5.33], [-4.17, 0.59, 5.00], [-4.87, 1.20, 2.68], [-3.26, 0.87, 0.82], [2.13, -0.06, 0.43], [2.85, -0.92, -0.43], [3.80, -0.43, -1.32], [4.43, -1.28, -2.22], [4.10, -2.62, -2.20], [3.17, -3.14, -1.31], [2.55, -2.29, -0.42], [4.90, -3.73, -3.33], [5.79, -4.58, -2.55], [5.63, -2.93, -4.30], [3.86, -4.53, -3.96], [2.47, 0.89, 0.40], [2.10, -0.41, 1.39], [4.04, 0.63, -1.31], [5.17, -0.91, -2.92], [2.93, -4.20, -1.32], [1.82, -2.65, 0.29], [0.94, 2.52, 2.54], [-0.07, 3.37, 1.95], [-0.96, 4.01, 2.91], [-0.49, 3.14, 0.67], [-0.32, 1.98, 0.10], [-1.10, 4.19, 0.05], [-0.66, 5.57, 0.26], [-1.79, 3.98, -1.21], [1.38, 3.04, 3.39], [1.73, 2.31, 1.82], [0.54, 1.57, 2.90], [-1.39, 3.25, 3.58], [-1.76, 4.53, 2.40], [-0.41, 4.72, 3.52], [-0.52, 2.04, -0.90], [0.03, 5.62, 1.09], [-1.51, 6.21, 0.47], [-0.16, 5.94, -0.64], [-1.10, 3.90, -2.06], [-2.45, 4.82, -1.39], [-2.41, 3.08, -1.16]], "homo_energy_ev": [-11.1, -11.3], "multiplicity": 5, "s_squared": 6.02, "e_above_lowest_ev": 0.880, "charge": 1}